ORCA calculation (the ωB97M-V functional and the def2-TZVPD basis) on a molecular structure, C26H21Cl2NOPPd.

```
53
Properties=species:S:1:pos:R:3:lowdin_charge:R:1
Pd 0.856 1.348 -0.681 0.5321
O 1.044 1.478 -3.528 -0.0227
C 0.400 1.053 -2.599 -0.3993
C -0.767 0.106 -2.940 -0.2205
C -1.089 -0.079 -4.273 -0.0383
C -2.124 -0.925 -4.644 -0.0874
C -2.837 -1.586 -3.654 -0.0959
C -2.515 -1.406 -2.318 -0.0827
C -1.472 -0.553 -1.937 -0.3171
P -1.068 -0.225 -0.163 1.0349
C 0.522 -1.127 0.063 -0.4394
C 1.127 -1.929 -0.904 -0.0862
C 2.324 -2.585 -0.638 -0.0820
C 2.920 -2.473 0.609 -0.1084
C 2.320 -1.692 1.591 -0.0970
C 1.138 -1.021 1.317 -0.1265
C -2.220 -1.448 0.654 -0.3841
C -1.926 -2.788 0.899 -0.0919
C -2.828 -3.608 1.566 -0.0950
C -4.048 -3.097 1.991 -0.1086
C -4.354 -1.764 1.755 -0.0973
C -3.440 -0.945 1.103 -0.1147
H -0.503 0.459 -5.009 0.1110
H -2.369 -1.070 -5.689 0.0945
H -3.649 -2.253 -3.921 0.0955
H -3.083 -1.933 -1.562 0.0909
H 0.668 -2.028 -1.880 0.1086
H 2.787 -3.187 -1.409 0.1025
H 3.848 -2.993 0.817 0.0995
H 2.779 -1.594 2.567 0.1030
H 0.677 -0.404 2.081 0.1046
H -0.980 -3.198 0.564 0.1006
H -2.581 -4.646 1.751 0.0957
H -4.754 -3.734 2.510 0.0931
H -5.299 -1.356 2.093 0.0962
H -3.666 0.104 0.944 0.0999
N 0.176 3.266 -0.705 -0.0470
C 0.474 3.623 0.527 -0.5117
C 0.201 4.965 0.986 -0.0880
C 0.510 5.373 2.259 -0.1577
C 1.105 4.523 3.207 -0.1768
C 1.373 3.222 2.804 -0.1646
C 1.076 2.770 1.528 -0.1387
H -0.258 5.647 0.281 0.0842
H 0.282 6.398 2.538 0.0828
H 1.341 4.865 4.206 0.0654
H 1.824 2.527 3.509 0.0846
H 1.318 1.724 1.317 0.0220
Cl 6.487 0.664 -0.622 0.4751
C 4.928 0.819 0.229 -0.9999
Cl 3.598 1.256 -0.844 0.5769
H 5.030 1.598 0.974 0.0271
H 4.698 -0.140 0.675 -0.0020
```

Output
* molecular weight: 571.76 g mol⁻¹
* energy above the lowest of the compared OMol25 structures with the same formula, charge and spin: 0.0 kcal per mole
* charge: -1
* F_max: 0.01482 hartree/bohr